Entry 1:
Molecular formula: C43H41FGeIN4O5Zn
Method: DFT, ωB97M-V/def2-TZVPD

Computed properties:
Maximum force = 0.0162 Eh/bohr
Net charge = +1

Last column: Löwdin charge in e.
CARTESIAN COORDINATES (ANGSTROEM)
I  1.986954  -1.694509  -4.313114  1.0003
Ge  -4.027020  -3.421474  0.280417  1.0693
Zn  0.228276  -0.876037  -1.079567  0.7065
F  1.098833  5.587710  0.770280  0.0594
O  1.827523  -1.834128  -0.974781  -0.1364
O  3.906644  -2.238724  -0.303340  0.0454
O  -1.684493  -1.188938  -0.471894  -0.0716
O  1.142419  0.969717  -0.968718  -0.0075
O  -0.121015  -0.759908  0.997485  -0.0115
N  5.407322  8.432474  1.405798  0.0607
N  4.737377  1.483147  0.913801  0.0113
N  -0.475041  -0.527982  -3.065013  -0.0073
N  3.709198  6.164953  1.657213  -0.0868
C  6.037956  1.633495  1.522545  -0.2597
C  -5.471949  -6.680055  2.711918  -0.0883
C  -6.904712  -3.313120  -0.636360  -0.0927
C  -1.135785  -5.373410  -2.969463  -0.0915
C  4.275738  8.210288  0.444417  -0.0777
C  -1.298240  -1.110796  0.736801  -0.6277
C  -2.774497  -4.147700  -1.064948  -0.2618
C  -0.636557  -5.087241  -1.704574  -0.0780
C  -1.455849  -4.486418  -0.761060  -0.1109
C  -3.190366  -6.233977  3.289393  -0.0866
C  3.175704  7.401759  1.133506  -0.1240
C  -4.354510  -6.963841  3.481250  -0.0926
C  -3.160227  -5.218384  2.347194  -0.1208
C  -2.299837  0.476697  -4.247560  -0.0411
C  4.780917  6.385961  2.590231  -0.1324
C  -2.437682  -5.025863  -3.291478  -0.0870
C  4.348989  0.266004  0.463193  0.0503
C  5.936872  7.127633  1.921302  -0.0813
C  1.706313  3.406145  0.203870  0.0943
C  0.087312  -0.829677  -4.238919  -0.7384
C  -2.260493  -1.404151  1.866841  -0.1581
C  -7.678967  -1.778137  -2.318618  -0.0927
C  -3.251037  -4.416119  -2.343967  -0.1059
C  -0.511956  -0.530070  -5.456667  -0.1357
C  -4.278947  -4.908413  1.570445  -0.2563
C  -5.606544  -2.824319  -0.748936  -0.2740
C  -3.673860  -1.821351  1.455646  -0.2380
C  2.212970  1.046501  -0.337811  -0.2706
C  3.155690  -0.014624  -0.121153  0.0011
C  -7.933450  -2.796978  -1.414439  -0.0851
C  2.609339  2.340838  0.225780  -0.0402
C  6.504107  0.598305  2.496672  -0.0725
C  3.342005  4.894965  1.200239  -0.1342
C  2.048950  4.621389  0.716067  -0.1873
C  6.122493  1.960524  2.986728  -0.1000
C  -1.654562  0.110509  -3.085761  -0.1090
C  3.869249  2.549270  0.802418  -0.1154
C  -1.717615  0.144888  -5.459935  -0.0474
C  -5.431273  -5.665444  1.764677  -0.1007
C  4.234560  3.835284  1.226410  0.0569
C  -6.390770  -1.275241  -2.441150  -0.0892
C  -5.368826  -1.796278  -1.663938  -0.1275
C  2.957597  -1.492801  -0.491689  -0.5984
H  -1.796834  -2.154950  2.511307  0.1144
H  -2.302569  -6.463989  3.865271  0.1025
H  5.139973  5.448047  3.004980  0.1297
H  5.246586  3.987172  1.570816  0.0993
H  6.310682  6.561290  1.069664  0.1422
H  -4.253677  -2.034828  2.356235  0.0713
H  5.057093  8.977422  2.197699  0.1840
H  6.751268  7.318310  2.618501  0.1402
H  2.396672  7.216741  0.404316  0.1315
H  7.544343  0.309487  2.476743  0.1131
H  -2.291401  -0.480104  2.450133  0.1211
H  4.411256  6.993931  3.429581  0.1405
H  -2.241572  -4.657025  2.206543  0.0841
H  -1.057886  -4.298425  0.230846  0.0967
H  -2.091808  0.308033  -2.116342  0.1048
H  6.150149  8.971873  0.961981  0.1864
H  -4.271193  -4.157975  -2.603993  0.0918
H  3.894253  9.173578  0.109238  0.1408
H  4.671171  7.662587  -0.409706  0.1447
H  5.822573  -0.210659  2.720355  0.1170
H  6.775823  2.074144  0.860872  0.1539
H  -6.188767  -0.477117  -3.145736  0.0964
H  0.713731  3.244915  -0.195782  0.1453
H  5.191739  2.050557  3.531389  0.1153
H  -7.129594  -4.101867  0.067299  0.0739
H  -2.192466  0.411089  -6.394917  0.1163
H  -8.936387  -3.192749  -1.315228  0.1030
H  -6.314866  -5.478809  1.170482  0.0726
H  5.055283  -0.546612  0.568617  0.1467
H  -6.377058  -7.260278  2.841447  0.1023
H  2.733701  7.998744  1.943365  0.1423
H  -0.510631  -5.863139  -3.704717  0.1010
H  6.899871  2.635287  3.320890  0.1019
H  -0.022468  -0.816136  -6.375292  0.0902
H  -8.480239  -1.375759  -2.925180  0.1009
H  0.386582  -5.330501  -1.449924  0.1077
H  -2.823944  -5.241454  -4.280790  0.1011
H  -3.231802  1.021520  -4.200643  0.1106
H  -4.359106  -1.407725  -1.763686  0.0925
H  -4.386790  -7.751502  4.222814  0.1014
H  -4.156920  -0.975469  0.962872  0.0647

Cartesian forces (eV/Å) of the 2 atoms listed first:
I -0.1148 -0.0409 0.1371
Ge -0.2292 0.0087 0.2739

Entry 2:
Molecular formula: C43H42B2F7O
Method: DFT, ωB97M-V/def2-TZVPD

Computed properties:
Maximum force = 0.0554 Eh/bohr
Net charge = -1

Last column: Löwdin charge in e.
CARTESIAN COORDINATES (ANGSTROEM)
F  5.030169  4.236862  -0.088716  0.0424
F  3.586568  0.790885  0.046456  0.0595
F  -4.729715  -1.398739  6.293527  0.0631
F  5.795220  9.743829  2.341722  0.0560
F  -6.034585  -2.513848  -6.595574  0.0647
F  0.386846  2.237088  5.672949  0.0483
F  -2.949364  -2.043920  -2.080569  0.0706
O  -0.529196  -3.964258  -0.035978  -0.0949
C  3.451934  2.247812  1.895968  -0.0248
C  -6.706449  -2.630433  6.663532  -0.0226
C  -3.997716  -3.417853  -3.685163  -0.0136
C  -6.767363  -4.964258  6.041803  -0.1058
C  2.894909  3.764304  -2.981620  -0.0704
C  -4.758476  -3.674321  5.675219  -0.0093
C  -5.818675  -4.615772  -10.125957  -0.1037
C  -2.823206  0.870384  4.682139  -0.0933
C  7.436340  8.288947  3.208584  -0.0287
C  -4.700017  -3.924486  -9.658347  -0.0826
C  -2.733455  -4.145843  -5.610953  -0.1144
C  3.508258  4.626945  -3.891337  -0.1024
C  6.343597  8.522211  2.381047  -0.2957
C  1.777165  -3.419608  -1.329383  -0.0970
C  -1.165903  -0.894756  4.707516  -0.0670
C  -4.774714  -3.207176  -8.464645  -0.0217
C  -2.879269  -2.728149  -3.230148  -0.2794
C  -1.852486  1.786857  5.086321  -0.0328
C  5.405013  0.720005  3.183299  -0.0897
C  -5.447440  -4.884272  5.595335  -0.0800
C  -7.399514  -3.837553  6.573498  -0.0929
C  6.384974  6.236723  1.630093  -0.0669
C  4.970243  0.362165  1.907382  -0.0070
C  7.479296  5.991842  2.463321  -0.0884
C  4.637744  5.358217  -3.515461  -0.0911
C  4.000054  1.131179  1.274399  -0.2810
C  -0.546206  1.355596  5.289546  -0.2964
C  5.811109  7.507514  1.593329  -0.0100
C  -7.082937  -3.887781  -8.200167  -0.0194
C  -1.614797  -3.454557  -5.143342  -0.0797
C  5.150033  5.229607  -2.224492  -0.0213
C  -7.011946  -4.596116  -9.399667  -0.0887
C  -3.926726  -4.126188  -4.884664  -0.0984
C  -5.393355  -2.559538  6.211412  -0.2839
C  -5.964490  -3.198077  -7.745153  -0.2939
C  -1.689494  -2.737249  -3.949641  -0.0087
C  3.414074  3.627558  -1.694451  -0.0001
C  4.857288  1.836095  3.817545  -0.1088
C  4.534881  4.363792  -1.326937  -0.2711
C  -0.193181  0.024030  5.100809  -0.0043
C  -2.478684  -0.470686  4.496090  -0.1034
C  8.003394  7.015596  3.254005  -0.0905
C  3.878448  2.599518  3.176581  -0.0839
B  1.015362  -2.140947  1.211592  -0.4222
B  0.757982  -3.184632  -0.038682  -0.4961
H  0.028144  -2.027246  1.882183  -0.0375
H  -1.203112  -3.257733  -0.338192  0.0854
H  -0.685939  -3.474691  -5.708250  0.1039
H  4.955647  7.714182  0.958565  0.1158
H  -3.735023  -3.592118  5.324629  0.1170
H  -7.306845  -5.906695  5.975887  0.0967
H  -8.429008  -3.901413  6.917026  0.0998
H  2.955176  2.954854  -0.977505  0.0995
H  -3.771159  -3.944618  -10.223254  0.1045
H  -3.917503  -2.656924  -8.091095  0.1163
H  2.013489  3.199288  -3.275146  0.1098
H  1.060000  -3.485597  -2.281704  0.0461
H  2.698708  2.833608  1.379297  0.1104
H  -7.998684  -3.867968  -7.618388  0.1146
H  1.946191  -2.444481  1.901083  -0.0260
H  7.836651  9.098529  3.809795  0.1107
H  8.852573  6.821568  3.904813  0.1011
H  6.021458  5.795724  -1.912111  0.1123
H  -0.832284  -2.186996  -3.576091  0.1157
H  -5.762428  -5.172051  -11.059211  0.0978
H  -7.178330  -1.747067  7.081198  0.1125
H  6.169687  0.129753  3.682481  0.0989
H  2.511220  -2.497752  -1.431689  0.0610
H  -3.237102  -1.186016  4.185162  0.0909
H  3.106373  4.730933  -4.896944  0.0976
H  1.173800  -1.053784  0.732324  -0.0276
H  -2.677207  -4.702122  -6.544206  0.0949
H  5.116034  6.026597  -4.227119  0.1005
H  -7.883103  -5.132200  -9.767973  0.1018
H  0.833924  -0.286687  5.260924  0.1185
H  5.378798  -0.507447  1.403412  0.1180
H  -4.913463  -3.398040  -3.103383  0.1155
H  2.387655  -4.411617  -1.192266  0.0578
H  -3.845639  1.199003  4.513055  0.0997
H  3.450531  3.466195  3.674282  0.1025
H  5.192876  2.113378  4.814574  0.0937
H  7.923777  4.999369  2.495030  0.1031
H  5.980970  5.438618  1.012228  0.0787
H  -4.956173  -5.763560  5.185685  0.1068
H  -4.797883  -4.662272  -5.252969  0.1006
H  -0.901022  -1.939808  4.566064  0.1072
H  -2.103311  2.830758  5.243829  0.1065

Cartesian forces (eV/Å) of the 2 atoms listed first:
F -0.0762 -0.3095 0.0172
F 0.0564 0.0750 -0.0393

no.,highest occupied orbital energy (eV),orbital gap (Ha),LUMO energy (eV)
1,-9.81,0.2351,-3.413
2,-3.70,0.2138,2.120